No. 1
Computed, not measured: a cluster of 9 separate species, C29H57BN2O28PS in total at a distorted geometry, with ωB97M-V/def2-TZVPD.

Calculated values
total charge: +1
energy above the lowest of the compared OMol25 structures with the same formula, charge and spin: 0.00 kJ/mol
spin multiplicity: 1
orbital gap: 7.288 eV

XYZ file:
```
119
Properties=species:S:1:pos:R:3:forces:R:3
S -3.05912 3.35586 5.37772 0.19 0.05 -0.41
P -4.03191 3.53658 3.75084 0.42 -0.23 1.67
O -0.77222 8.39638 8.09015 -0.09 0.09 0.02
O -1.12983 -4.35424 2.44479 0.12 0.10 -0.04
O 0.92068 6.95433 8.47730 0.05 -0.05 0.01
O -0.65385 -1.02876 -1.59526 -0.12 0.30 0.20
O 0.14613 -2.46883 -3.13183 0.02 0.00 -0.11
O -2.50233 -6.08202 2.91749 -0.06 -0.08 -0.02
O -4.07642 -6.42792 -2.01551 -0.04 -0.03 0.01
O 3.77421 0.46597 -6.68610 0.03 0.07 0.10
O -0.57641 1.84294 -5.88728 -0.13 -0.11 0.04
O 2.34439 -0.28259 -8.26360 -0.03 0.04 -0.06
O 3.03823 3.56016 -0.41414 -0.03 -0.09 0.07
O 2.59802 -7.35427 2.90229 -0.07 0.13 -0.01
O -1.86411 6.03671 2.17163 -0.13 -0.63 -0.69
O -0.09462 6.86642 6.57568 0.02 -0.10 -0.13
O 4.31947 -1.14114 -8.17438 0.03 -0.04 -0.02
O 3.76513 4.53044 -2.31905 0.03 0.03 -0.05
O 1.03765 -2.46459 -1.17520 0.02 -0.04 0.05
O -2.33004 -6.22262 -3.26496 0.07 -0.05 0.02
O -2.53854 -4.86402 -1.48039 -0.03 0.08 0.11
O -0.53984 4.85622 3.70754 0.81 -0.85 -0.99
O -2.37710 -4.23094 4.20268 -0.03 0.08 0.05
O -4.54386 4.96750 3.35262 -0.20 -0.11 -0.43
O -1.49409 3.80716 -6.51582 -0.05 0.04 -0.02
O -0.04303 3.80812 -4.92121 0.01 0.04 0.09
O 3.39705 -9.32857 3.64842 0.00 -0.08 0.09
O -5.36915 2.66696 3.72823 0.22 -0.10 -0.75
O 4.11616 -8.35690 1.74236 0.02 0.03 -0.06
O 2.34806 5.59783 -1.09399 0.03 0.05 0.00
N -1.10254 3.14881 1.02830 -0.02 0.71 0.71
N -1.90789 3.57371 2.00768 0.00 -0.67 -0.30
C -2.25742 3.10792 -7.50488 -0.13 0.01 -0.14
C 0.10374 -1.90581 -1.93515 0.07 -0.14 -0.02
C 0.88071 3.10351 -4.08690 0.13 0.04 0.13
C -2.94470 -5.75787 -2.18381 -0.06 -0.02 -0.11
C -3.43747 1.79663 1.63944 0.56 -0.25 -0.49
C 1.08268 7.53818 9.77504 0.10 0.00 0.17
C 1.37517 0.64141 -7.75896 -0.14 0.01 -0.07
C -1.10222 7.35238 5.68887 -0.16 0.09 -0.16
C -3.35689 -4.81355 5.06814 -0.09 0.02 0.16
C 4.58003 3.37849 -2.57770 0.15 -0.10 -0.13
C -1.05944 -5.61073 -3.49970 0.27 -0.02 -0.24
C 5.61635 -1.21430 -7.57692 0.17 -0.08 -0.01
C -2.62238 1.34558 0.63116 -0.49 0.18 0.55
C -4.83858 -6.03373 -0.87072 -0.14 -0.03 0.12
C 3.50612 -0.24899 -7.61808 -0.02 -0.07 -0.07
C 1.11382 -1.96034 0.15901 0.04 0.02 0.16
C -0.67977 -5.07754 1.29034 0.16 -0.13 -0.24
C -0.69731 3.03760 -5.78703 0.07 0.11 0.02
C -0.80306 -1.94627 -4.06679 -0.18 0.11 -0.26
C 3.37466 -8.43771 2.84402 0.02 0.03 -0.07
C 3.06182 4.47184 -1.20065 -0.03 0.01 -0.10
C 1.74124 -7.31288 4.04443 -0.22 0.08 0.12
C -0.05241 7.49714 7.75259 0.07 -0.06 0.02
C 1.54531 5.64763 0.07680 -0.27 0.13 0.18
C 5.00377 -9.46317 1.55164 0.14 -0.08 -0.12
C 0.36846 3.73116 3.80686 -0.05 0.04 0.90
C -3.02209 2.92903 2.33235 -0.88 0.62 0.43
C -1.45688 2.06935 0.39626 0.44 -0.61 -0.88
C -2.04715 -4.99740 3.16187 0.02 0.04 0.00
B -1.37880 4.87894 2.67961 -0.18 0.95 0.39
H 1.16800 -6.39240 3.96937 0.08 0.05 -0.11
H -4.28580 -4.99326 4.53099 0.02 -0.08 -0.04
H -0.37435 -5.81653 -2.67998 -0.04 0.08 0.08
H -0.18934 2.82385 4.01625 -0.10 -0.19 -0.15
H 1.14064 0.42579 -6.72316 0.07 0.04 0.07
H 0.36186 2.36141 -3.48066 0.00 -0.07 -0.07
H 5.71112 -9.53335 2.37492 -0.05 -0.04 0.06
H -0.62441 -0.88742 -4.24462 -0.04 0.03 0.06
H -1.02601 6.75891 4.78652 0.09 -0.02 0.09
H 5.54135 -1.50599 -6.53142 -0.02 0.08 0.03
H -1.17048 -4.53999 -3.63204 0.00 0.02 0.11
H -1.16475 6.56910 1.77945 -0.07 0.52 0.28
H 0.83000 4.82439 0.08038 0.07 -0.05 0.08
H -0.66730 -2.48864 -4.99755 0.17 -0.09 0.07
H 1.91330 -2.50910 0.64653 0.03 -0.05 -0.07
H -0.20583 -6.01329 1.58136 -0.08 -0.03 0.06
H -2.09351 7.22392 6.12075 0.01 0.09 0.08
H 5.31255 3.24390 -1.78554 -0.06 -0.03 0.06
H 1.33699 3.85032 -3.44251 -0.05 0.09 -0.08
H 0.99644 3.64161 2.92908 -0.08 0.01 -0.27
H -5.17874 1.83942 4.19157 -0.38 -0.07 0.28
H -5.13311 -4.98887 -0.94892 0.07 0.03 0.02
H 2.16048 5.61734 0.97565 0.02 -0.09 -0.01
H -1.81908 -2.10580 -3.70935 0.01 0.08 0.09
H -5.72381 -6.66135 -0.86580 0.03 -0.05 -0.09
H -2.98814 -5.74349 5.49462 -0.02 -0.05 -0.07
H 1.90055 7.00419 10.24816 0.02 -0.06 -0.08
H 6.13278 -0.26074 -7.66315 -0.04 0.04 0.06
H 1.00520 6.59181 0.04739 0.11 0.06 -0.16
H -2.85318 3.85802 -8.01444 0.04 0.08 0.06
H 1.05659 -8.15869 4.04420 0.07 -0.07 0.03
H 0.48061 0.51577 -8.36110 0.05 -0.11 -0.07
H -4.34818 1.28751 1.89357 -0.23 0.04 0.09
H 0.17731 7.41648 10.36528 -0.05 0.07 -0.04
H 0.05607 -4.45343 0.79150 -0.03 0.09 0.12
H 6.16191 -1.97382 -8.12781 -0.08 -0.02 -0.06
H 1.00136 3.91786 4.66230 0.10 0.14 0.16
H -4.27174 -6.19810 0.04415 0.05 0.06 -0.01
H -5.51078 5.01913 3.35676 -0.07 0.27 -0.08
H -1.60028 2.61875 -8.22059 0.02 -0.06 0.05
H 1.35574 -0.89847 0.15460 -0.05 0.02 -0.02
H 4.44472 -10.39166 1.45959 -0.01 -0.01 0.09
H 1.65173 2.62158 -4.68567 -0.04 -0.08 -0.02
H -0.65774 -6.04379 -4.41068 -0.16 -0.12 -0.02
H 3.96347 2.48744 -2.67508 -0.02 -0.01 0.08
H -0.77896 1.72679 -0.36890 0.22 0.06 -0.14
H -3.52845 -4.09342 5.86238 0.07 0.06 -0.03
H -2.86586 0.47841 0.04216 0.10 -0.18 -0.15
H 0.17874 -2.13485 0.68967 -0.03 0.07 -0.03
H 1.73558 1.66426 -7.85799 0.04 0.00 0.09
H -2.91328 2.37668 -7.03725 0.06 -0.06 0.01
H 5.08878 3.57243 -3.51588 -0.05 0.09 -0.02
H -1.50282 -5.26353 0.60732 -0.05 -0.04 0.03
H -0.93596 8.40090 5.44757 -0.03 0.05 0.13
H 2.31832 -7.30254 4.96661 0.05 -0.09 -0.01
H 1.33548 8.59260 9.69141 -0.08 0.03 -0.02
H 5.53892 -9.26738 0.62777 -0.05 0.09 -0.02
```
Positions in Å, forces in eV/Å.

Mulliken atomic charge list, values in e, 6 entries:
1 S -0.255
2 P 0.627
3 O -0.533
4 O -0.285
5 O -0.333
6 O -0.518

***

No. 2
Computed, not measured: a structure of composition C29H57BrCl12N3O2 at a distorted geometry, with ωB97M-V/def2-TZVPD.

Calculated values
total charge: +1
spin multiplicity: 1
orbital gap: 8.387 eV

XYZ file:
```
104
Properties=species:S:1:pos:R:3:forces:R:3
Br -1.73820 2.29107 -1.70325 0.53 -0.47 -0.54
Cl -9.02836 3.53658 -3.51459 0.02 -0.02 -0.02
Cl 0.61023 -14.65599 3.04162 0.00 -0.01 0.01
Cl -2.72863 4.28991 0.16062 -0.43 0.49 0.58
Cl 3.09864 -4.04345 -0.95450 -0.01 -0.02 0.02
Cl -0.11940 -3.02075 -1.31587 0.00 0.08 0.02
Cl 1.00886 -7.73096 -0.35760 -0.05 -0.13 0.10
Cl 0.29768 3.39170 -6.57733 0.10 -0.06 0.08
Cl 3.11468 -12.89480 4.53969 0.02 -0.01 -0.01
Cl 1.34315 -8.67873 2.88647 -0.05 0.09 -0.02
Cl -10.06383 6.18160 -5.39419 -0.01 -0.01 0.00
Cl -5.62740 5.85352 -0.62094 0.02 -0.01 -0.03
Cl -2.63348 4.92958 -7.41132 0.03 -0.01 -0.01
O 1.11141 2.79995 -2.94996 -0.09 0.11 0.08
O 3.95686 -0.87673 3.61085 -0.25 0.07 -0.09
N 2.03233 1.17552 -1.47955 0.11 -0.50 0.35
N -0.08944 1.55634 -1.36068 0.17 -0.18 0.08
N 4.40006 4.68920 -0.08934 -0.51 -0.19 0.04
C -9.48084 6.22901 -3.71248 -0.02 0.07 0.04
C 0.17632 0.57147 -0.40297 0.05 -0.13 -0.20
C 3.14331 -1.29115 2.51870 0.20 -0.11 0.46
C -0.63432 3.96877 3.36538 0.47 0.18 0.31
C -0.58249 -0.64919 1.72704 0.04 -0.01 0.47
C 1.04070 1.88906 -1.98947 -0.07 -0.01 -0.42
C 3.01934 -0.15279 1.53270 0.20 -0.24 -0.36
C 0.92360 -3.73910 -2.57790 0.03 -0.02 -0.14
C -4.01438 4.78965 1.30586 0.01 0.11 0.13
C 0.58843 -12.93134 3.48875 -0.08 0.04 -0.01
C -1.04829 3.82779 -5.48872 -0.02 0.08 0.13
C -5.38049 4.66692 0.68539 -0.12 -0.05 0.02
C 3.96552 2.25255 -2.74744 -0.26 0.22 -0.22
C -1.23404 0.98532 3.57853 0.34 -0.01 0.25
C -0.08403 0.33446 2.79625 -0.84 0.21 -0.09
C 2.28130 -7.21001 0.78522 0.08 0.05 -0.01
C 1.85412 -4.77713 -2.01098 -0.10 -0.08 -0.04
C 2.65987 -8.30822 1.74311 0.10 -0.06 0.04
C 3.47373 1.18705 -1.78694 0.49 0.20 -0.12
C 3.84659 3.72861 -2.29741 -0.02 -0.19 -0.01
C -0.94626 0.02540 0.40905 -0.10 0.12 0.41
C -2.39607 3.70051 -6.15052 -0.07 -0.04 -0.02
C 1.51099 0.31439 -0.49646 -0.61 0.22 0.14
C 3.33569 4.02635 -0.87980 0.17 1.06 -0.03
C 0.10791 3.05635 4.33852 -0.44 -0.04 -0.08
C 1.94155 -12.28679 3.34237 0.03 0.11 -0.02
C -0.68894 1.81207 4.75096 0.41 -0.04 -0.47
C 2.36422 -0.66523 0.22961 0.67 0.30 -0.17
C -8.40445 5.20689 -3.45632 0.10 0.02 0.08
H 2.16232 -1.62743 2.86546 -0.08 0.08 -0.03
H -7.98616 5.35030 -2.46177 -0.05 0.03 0.02
H 4.03797 0.16872 1.31062 0.03 0.17 0.03
H 3.61768 -2.15718 2.04601 -0.01 0.01 -0.20
H -3.18020 3.84524 -5.40836 0.03 0.03 0.03
H -9.08221 7.22746 -3.54039 0.04 -0.01 -0.02
H 0.46140 1.14811 2.31573 0.39 -0.12 0.09
H -6.14402 4.85334 1.43812 0.03 0.05 0.03
H -3.80632 5.80858 1.62172 0.03 0.02 -0.09
H 1.05203 2.75630 3.88201 0.13 -0.01 0.07
H 0.26328 -4.19701 -3.31167 -0.03 -0.05 0.05
H 1.85263 -11.21334 3.50080 -0.02 -0.09 0.04
H -1.50324 -1.08944 2.11249 -0.03 -0.17 -0.07
H -0.12179 -12.43924 2.82602 0.03 0.01 -0.03
H 3.51860 -7.99708 2.33512 -0.02 0.04 0.01
H 3.98837 4.95292 0.80196 0.20 -0.13 0.15
H 0.53638 -0.17428 3.53268 0.31 0.02 -0.15
H -1.60112 4.26744 3.77010 -0.17 -0.10 -0.13
H 2.35661 -12.46120 2.35238 0.01 -0.08 0.01
H -1.83289 1.59403 2.89824 -0.19 0.04 0.08
H 5.01027 2.01964 -2.94265 0.07 -0.14 0.13
H 1.91772 -6.33076 1.31104 -0.07 -0.03 0.01
H -7.60110 5.28710 -4.18429 -0.05 -0.02 -0.06
H -2.52468 2.72144 -6.60541 0.03 0.01 -0.04
H -0.98337 3.15135 -4.64022 -0.18 -0.04 0.04
H -1.48308 2.08177 5.44511 -0.10 0.04 -0.01
H -0.74372 3.50361 2.38862 -0.23 -0.01 -0.10
H 3.47221 2.12503 -3.71112 0.00 -0.02 -0.06
H 2.38048 -5.27867 -2.82107 0.03 0.04 -0.01
H -3.93857 4.13541 2.17276 0.01 -0.06 -0.05
H 0.01328 1.15962 5.27539 -0.16 -0.04 0.33
H 3.73764 0.20421 -2.17188 -0.12 -0.07 -0.11
H 1.01187 2.41476 -3.83470 0.07 0.04 -0.09
H 0.34550 3.61695 5.24167 0.15 0.02 0.03
H 2.96056 3.17212 -0.32014 0.20 -0.17 0.00
H -1.57914 0.87636 0.67664 -0.09 0.05 -0.07
H -10.33440 6.07793 -3.05685 -0.02 -0.05 -0.03
H 0.11421 -1.47772 1.61297 0.02 0.01 -0.25
H 4.82958 4.18666 -2.38800 0.09 -0.02 0.09
H 3.14777 -6.92525 0.19144 0.02 -0.05 -0.01
H -5.54258 3.67562 0.26923 0.03 0.01 -0.03
H 1.31450 -5.52638 -1.43157 0.10 0.20 -0.06
H -0.87484 4.84003 -5.13216 0.02 0.03 -0.08
H 3.22116 4.25892 -3.01018 -0.09 -0.04 -0.04
H 2.91571 -9.22464 1.21734 -0.06 -0.01 -0.02
H 4.00535 1.29989 -0.84320 -0.15 0.01 0.16
H 0.22277 -12.85522 4.50941 0.04 -0.05 0.02
H -0.05506 4.88176 3.22522 -0.04 0.07 -0.10
H 1.83935 -1.60587 0.37039 -0.25 0.09 0.07
H 3.18568 -0.91354 -0.44130 -0.06 -0.28 -0.08
H 2.49547 4.72355 -0.97186 -0.27 -0.23 -0.06
H 2.50652 0.70529 1.95846 -0.14 -0.09 0.12
H 4.57165 5.58653 -0.53341 0.25 -0.05 -0.07
H -1.58040 -0.63212 -0.18714 0.12 -0.06 -0.21
H 1.46963 -2.93144 -3.05932 0.00 0.03 0.06
H -1.87402 0.20743 3.99792 -0.11 -0.08 -0.13
H 3.55302 -1.18281 4.42540 0.11 -0.02 0.10
```
Positions in Å, forces in eV/Å.

Mulliken atomic charge list, values in e, 6 entries:
1 Br 0.054
2 Cl -0.192
3 Cl -0.185
4 Cl -0.120
5 Cl -0.158
6 Cl -0.182